Computed, not measured: a structure of composition C29H35CaF5N4P2, with ωB97M-V/def2-TZVPD.

Structure (XYZ):
```
76
Properties=species:S:1:pos:R:3:forces:R:3
Ca -1.283680 1.145369 3.223029 -0.02 -0.24 1.59
C 2.080659 -4.231508 -3.327992 0.52 0.42 0.27
C 2.561104 -2.995621 -3.121240 0.16 -0.83 -0.05
C 2.507086 -1.816823 -4.043242 -0.20 0.30 -0.24
C 1.408223 -1.837386 -5.128990 0.32 0.30 -0.15
C 0.006894 -1.967059 -4.594399 -0.36 0.07 -0.08
C -0.654304 -3.090601 -4.310409 -0.26 0.13 -0.34
C -0.189908 -4.512030 -4.486433 0.22 -0.19 0.18
C 1.337675 -4.740162 -4.530572 -0.24 -0.44 -0.27
C -3.344089 2.133508 3.699878 -0.19 0.10 -0.29
H 2.291607 -5.006818 -2.580424 -0.13 0.44 -0.06
H 3.149909 -2.816476 -2.216240 -0.23 -0.15 -0.15
H 3.478031 -1.697606 -4.555681 -0.18 -0.05 0.24
H 2.384633 -0.911289 -3.426734 0.00 -0.13 -0.15
H 1.469785 -0.876992 -5.665724 0.02 -0.30 0.09
H 1.642249 -2.614590 -5.864287 -0.15 0.40 0.16
H -0.521026 -1.006943 -4.502152 0.10 -0.46 0.21
H -1.700719 -3.017880 -3.990574 0.37 0.16 -0.01
H -0.616045 -4.938811 -5.411253 -0.01 0.21 0.25
H -0.615459 -5.108860 -3.664311 0.12 0.12 -0.17
H 1.493994 -5.830510 -4.574771 -0.03 0.33 -0.07
H 1.737068 -4.336492 -5.466961 -0.02 -0.27 0.34
H -3.588368 1.627083 4.653168 -0.07 0.22 -0.22
H -4.176659 1.984256 2.998936 -0.11 0.05 0.24
H -3.256564 3.214410 3.895028 -0.13 -0.19 0.06
P -1.715065 1.747781 0.462392 -2.37 0.27 -1.79
P 1.055819 0.933588 1.575947 3.32 -1.66 -0.32
N -3.079432 0.768500 -0.097132 0.31 -0.36 0.46
N -2.311766 3.319423 -0.068047 0.10 0.30 0.52
N 1.359568 -0.798032 1.302808 -0.86 0.20 0.31
N 2.660783 1.407692 2.164952 -0.58 0.68 0.18
C -0.414285 1.362807 -0.777051 0.24 -0.02 -0.24
C 1.009609 1.516580 -0.169652 -0.11 0.33 -0.26
C -3.605587 -0.266354 0.697024 -0.30 0.08 -1.00
C -4.547179 -0.955316 -0.047767 0.63 0.57 0.19
C -4.612697 -0.340044 -1.343104 0.99 0.79 0.56
C -3.697624 0.708084 -1.347214 -0.33 -0.71 0.44
C -3.346141 3.996563 0.608037 0.55 0.68 -0.49
C -3.361596 5.318361 0.189509 0.37 -1.11 -0.11
C -2.307863 5.476319 -0.772439 0.18 -1.02 0.15
C -1.680203 4.249004 -0.901273 -0.35 0.41 0.28
C 0.799723 -1.771296 2.147201 0.39 -0.38 -0.61
C 1.081585 -3.025495 1.634931 -0.07 0.92 0.01
C 1.816443 -2.839137 0.422499 -0.03 1.35 0.28
C 1.973903 -1.468108 0.246679 -0.25 -0.65 0.18
C 3.965944 1.005417 1.863539 0.24 0.63 0.41
C 4.859423 1.799011 2.581835 -1.37 -0.42 -0.40
C 4.079012 2.719664 3.358676 -0.78 -0.38 -0.54
C 2.746187 2.468557 3.082833 0.95 -0.31 -0.26
H -0.545585 1.990378 -1.672385 0.17 -0.34 0.25
H -0.588935 0.320317 -1.094700 0.02 0.28 0.23
H 1.749711 0.976780 -0.783519 -0.25 0.39 0.27
H 1.293143 2.585510 -0.133724 -0.03 -0.41 -0.01
H -3.267683 -0.394481 1.718131 -0.23 -0.01 -0.15
H -5.133581 -1.800301 0.289142 0.12 0.17 0.01
H -5.256997 -0.628510 -2.161429 0.10 0.09 0.08
H -3.428345 1.417110 -2.114618 -0.10 -0.02 0.02
H -3.958747 3.478662 1.328349 0.05 -0.01 0.01
H -4.050076 6.087491 0.513230 0.06 -0.21 -0.01
H -2.054778 6.376405 -1.318521 -0.01 -0.19 0.10
H -0.845047 3.938537 -1.511227 -0.10 0.25 0.03
H 0.295773 -1.478351 3.058640 0.12 -0.09 0.03
H 0.801396 -3.973873 2.069398 -0.02 0.16 0.02
H 2.184484 -3.605161 -0.244522 -0.04 0.11 0.10
H 2.470769 -0.913234 -0.536433 -0.04 -0.20 0.06
H 4.140343 0.180265 1.189425 0.00 0.07 0.08
H 5.938949 1.732628 2.563809 -0.19 -0.11 -0.03
H 4.455228 3.472430 4.038582 -0.11 -0.13 -0.09
H 1.845643 2.928745 3.459043 0.08 -0.01 0.10
F -0.830959 -0.728720 5.594016 0.00 -0.67 0.29
C -0.354027 0.577410 5.544231 -0.19 1.25 -2.42
F -1.014037 1.268087 6.529329 0.12 -0.08 0.53
C 1.103900 0.542653 5.877122 -0.21 -0.40 0.89
F 1.291898 -0.081182 7.061989 0.75 0.14 -0.04
F 1.815162 -0.151336 4.938062 -0.31 0.55 0.47
F 1.611745 1.798004 5.975744 -0.09 -0.79 -0.16
```
Forces are in eV/Å.

The calculation puts the LUMO energy at -0.90 eV. For the total energy, the calculation gives -87201.9269 eV. The calculation puts the energy above the lowest of the compared OMol25 structures with the same formula, charge and spin at 0.0 kJ/mol. Its HOMO energy is -7.56 eV.

Mulliken atomic charge list, values in e, 2 entries:
1 Ca 1.808
2 C -0.365

***

Computed, not measured: a structure of composition C29H35Cl4F8NO26, with ωB97M-V/def2-TZVPD.

Structure (XYZ):
```
103
Properties=species:S:1:pos:R:3:forces:R:3
C -3.991134 -1.912284 3.677930 0.28 -0.44 -0.80
N -4.266175 -3.390833 3.686759 0.57 0.16 0.15
O -4.797367 -3.930734 2.735518 0.04 0.43 0.25
O -3.861099 -3.962865 4.677113 -0.16 -0.32 0.12
H -2.914894 -1.800603 3.785283 0.00 -0.15 0.19
H -4.490976 -1.477879 4.535639 -0.23 0.10 -0.21
H -4.247569 -1.550514 2.685764 -0.45 0.28 0.27
C -0.027552 0.774051 4.846111 -0.07 0.51 0.01
C 1.026568 1.511563 5.658994 0.05 -0.69 0.63
O 0.338510 2.611551 6.157418 0.92 0.16 0.47
C -0.636159 2.922900 5.254843 -0.30 0.40 -0.50
O -1.067730 4.008027 5.049442 -0.07 -0.25 0.66
O -0.997030 1.806183 4.627129 -0.30 -0.37 -0.74
F 2.056320 1.979093 4.860456 0.65 -1.93 2.98
H -0.522011 -0.036019 5.375638 0.27 -0.08 0.09
H 0.379201 0.436993 3.898818 -0.17 -0.09 -0.07
H 1.539187 0.922263 6.418866 -0.45 0.19 0.29
C 1.223597 -3.351181 2.973319 -1.17 -1.00 0.17
C -0.191698 -3.415885 3.630541 1.30 0.76 -0.65
O -1.029902 -3.735092 2.542091 0.56 -0.22 -0.03
C -0.246020 -4.392835 1.595032 -0.97 0.42 0.36
O -0.712155 -4.909637 0.636735 0.25 -0.01 0.00
O 1.043997 -4.340115 1.940771 0.29 -0.53 -0.09
F -0.490564 -2.210410 4.183815 -0.50 -0.18 -0.15
H 1.948467 -3.656049 3.721847 0.37 -0.01 -0.44
H 1.499277 -2.468283 2.406592 -0.23 0.54 0.81
H -0.271815 -4.180963 4.405837 -0.05 0.07 -0.02
C -0.152079 -1.019162 -6.005669 -0.04 -0.48 -0.81
C 0.175594 -2.501624 -5.957541 -0.10 0.63 0.08
O -0.797942 -2.992912 -5.095957 0.36 -0.45 0.72
C -1.205412 -1.981367 -4.249567 -1.04 0.18 -1.33
O -1.907066 -2.088880 -3.308449 0.32 -0.47 0.39
O -0.889626 -0.808175 -4.827770 0.25 0.60 0.67
F 1.424446 -2.679473 -5.409613 0.03 -0.27 0.00
H -0.784171 -0.873923 -6.885860 -0.01 0.43 0.14
H 0.728490 -0.390247 -6.029947 0.07 0.10 -0.01
H 0.118823 -2.992799 -6.924739 0.13 -0.27 0.15
C -3.769920 1.084370 -4.685137 0.05 1.30 0.56
C -3.278831 2.532800 -4.776478 -0.18 -0.88 -0.14
O -4.407327 3.265023 -5.163932 0.53 0.46 0.14
C -5.516704 2.533044 -4.911022 -0.90 -0.16 -1.07
O -6.626002 2.912921 -5.109269 0.43 0.00 0.45
O -5.186389 1.287611 -4.536659 0.44 -0.73 0.31
F -2.288286 2.642060 -5.709015 -0.08 0.37 0.17
H -3.280764 0.736151 -3.778936 -0.55 -0.93 -0.01
H -3.540526 0.498772 -5.571245 -0.07 -0.04 0.00
H -2.942070 2.842292 -3.784735 0.38 0.52 -0.33
C -3.752858 -3.514743 -0.399812 -0.90 -1.83 -1.33
C -5.023554 -4.100017 -1.053140 1.72 -0.05 0.69
O -5.970566 -3.164386 -0.629684 -0.70 -0.01 -0.31
C -5.336055 -1.951485 -0.472539 -0.53 -0.83 0.00
O -5.917162 -0.939532 -0.291654 0.30 0.24 -0.01
O -4.010004 -2.151628 -0.573048 0.42 1.49 0.52
F -5.228756 -5.355751 -0.568430 -0.64 0.29 0.01
H -2.904759 -3.857667 -0.988797 0.37 0.40 0.47
H -3.782101 -3.842115 0.642176 0.46 0.25 -0.05
H -4.941008 -4.163151 -2.141409 -0.39 0.02 0.01
C 4.770174 1.259069 3.483092 0.82 0.90 -0.31
C 4.373732 0.856661 2.079919 -0.97 0.08 1.48
O 3.162522 0.134665 2.382009 -0.15 0.05 -0.71
C 3.200152 -0.309791 3.664833 0.35 0.36 0.09
O 2.430406 -1.062837 4.178587 -0.05 0.09 -0.37
O 4.235742 0.241158 4.297098 0.44 -0.24 0.59
F 5.205736 -0.039688 1.509912 0.44 -0.04 -0.27
H 4.323432 2.214530 3.759688 -0.32 -0.07 -0.17
H 5.843586 1.418794 3.583019 0.05 -0.69 0.21
H 4.240691 1.744798 1.466259 -0.50 -0.47 -0.52
C 4.081389 -2.361069 -1.211170 1.13 0.78 0.65
C 2.982171 -1.709369 -2.041924 1.06 -0.28 0.92
O 3.195412 -0.327408 -1.727033 -1.18 -0.45 -0.78
C 4.515354 -0.161979 -1.594556 1.29 0.80 0.85
O 5.087348 0.884792 -1.611749 -0.30 -0.46 -0.11
O 5.117436 -1.340956 -1.350500 -0.06 -0.64 -0.57
F 1.755241 -2.089765 -1.664055 -0.32 0.12 -0.13
H 4.475511 -3.331869 -1.496626 -0.11 0.14 -0.52
H 3.938381 -2.384073 -0.128476 -0.91 -0.13 -0.12
H 3.162882 -1.867503 -3.106422 -0.48 -0.01 -0.11
C 2.839362 5.214890 -2.926212 0.62 -0.08 -0.21
C 3.887607 4.137335 -3.220388 -1.33 -0.13 -0.65
O 3.376515 3.033040 -2.481632 0.96 0.12 -1.09
C 2.700154 3.525603 -1.448275 -0.87 -0.07 0.88
O 2.230650 2.878635 -0.559459 0.50 0.27 -0.30
O 2.568333 4.864656 -1.577125 -0.39 0.58 0.81
F 5.068605 4.532446 -2.694565 0.35 0.00 0.19
H 1.872839 5.225232 -3.435244 0.36 -0.49 -0.52
H 3.307835 6.184178 -3.092913 -0.08 0.13 0.75
H 4.043381 3.888169 -4.266687 -0.09 -0.34 0.09
Cl 1.676922 2.910536 2.983048 -0.43 2.81 -3.01
C 1.551326 4.615279 2.384999 -1.00 -1.03 -1.39
C 0.464267 4.674155 1.317474 -0.19 0.20 0.53
Cl -1.167339 4.725501 2.047164 -0.02 0.05 -0.08
H 2.476544 4.833157 1.857421 0.23 0.22 0.49
H 1.255649 5.275328 3.194023 0.55 -0.06 0.24
H 0.478679 3.780200 0.706321 0.20 0.29 -0.29
H 0.593662 5.606536 0.770788 -0.10 -0.18 -0.31
Cl -2.033064 0.664222 -1.161649 0.33 -0.02 -0.10
C -0.735004 -0.530180 -0.837709 -0.21 -0.63 -0.05
C -0.144399 -0.342599 0.528934 -0.45 1.20 0.39
Cl -1.454021 -0.336870 1.764627 0.25 -0.04 0.02
H 0.040754 -0.394905 -1.586174 -0.10 -0.02 -0.06
H -1.184364 -1.517642 -0.916833 -0.06 0.07 -0.25
H 0.311644 0.646948 0.539192 0.13 -0.02 0.39
H 0.575477 -1.078459 0.868546 0.07 -0.23 -0.46
```
Forces are in eV/Å.

The calculation puts the LUMO energy at -0.18 eV. For the total energy, the calculation gives -157192.4324 eV. Its HOMO energy is -9.92 eV.

Mulliken atomic charge list, values in e, 2 entries:
1 C -0.169
2 N 1.033

***

Computed, not measured: a structure of composition C29H35FFeN4O6, with ωB97M-V/def2-TZVPD.

Structure (XYZ):
```
76
Properties=species:S:1:pos:R:3:forces:R:3
C 6.703551 0.387818 -4.409949 0.23 -2.60 -3.74
C 8.176037 0.384564 -4.111518 -0.48 0.11 0.20
H 6.423536 0.940976 -5.304223 0.00 0.44 0.35
H 6.434720 -0.658853 -4.643949 0.26 0.64 0.17
C 8.558172 -0.257884 -2.993369 0.14 0.11 -0.33
C 7.485545 -0.599619 -2.082879 1.39 0.95 2.99
H 7.052038 0.365876 -1.598894 0.41 -2.08 -0.74
H 7.759594 -1.413718 -1.365578 -0.15 0.98 -0.15
C 9.148514 0.976652 -5.056074 0.56 0.19 -0.34
H 8.692399 1.378071 -5.955142 -0.05 0.05 -0.09
H 9.856372 0.188907 -5.354631 -0.11 0.30 -0.07
H 9.747587 1.772300 -4.580735 -0.22 -0.20 -0.15
C 10.035745 -0.414201 -2.692557 0.27 -0.68 0.46
H 10.572297 0.538834 -2.589616 -0.48 0.05 -0.13
H 10.634733 -0.997880 -3.401843 -0.42 0.06 -0.21
H 10.163012 -0.910774 -1.736483 -0.03 -0.10 0.21
Fe 1.138266 -0.167358 -0.587192 0.31 0.11 -0.38
O 3.072346 -0.058320 -1.419065 1.31 -1.10 -1.35
C 3.886242 -0.942110 -1.850843 -0.74 1.22 2.00
O 1.819874 -1.916611 0.056687 2.40 -2.48 -1.07
C 2.664920 -2.654584 -0.538076 -1.74 1.21 0.80
O 2.677803 -3.965615 -0.363843 0.08 0.72 -0.01
N 3.632085 -2.279911 -1.447748 0.31 0.52 -0.26
C 3.690881 -4.570758 -1.213972 -0.62 -0.74 0.56
C 4.416603 -3.461948 -1.880208 0.49 1.64 -0.36
H 3.176294 -5.191382 -1.928602 -0.19 -0.36 -0.04
H 4.332461 -5.149219 -0.569984 0.05 -0.33 0.11
H 4.405457 -3.522907 -2.966876 0.02 -0.06 0.04
H 5.447794 -3.366619 -1.533737 -0.05 0.01 -0.04
C 5.129478 -0.671504 -2.582897 -0.65 -3.10 0.26
C 5.295023 0.457389 -3.300596 0.08 3.50 0.17
H 5.770614 -1.540775 -2.713453 -0.75 0.25 -0.40
H 4.464795 1.192573 -3.320577 1.01 -0.31 -0.91
H 6.419108 1.006197 -3.414520 -2.46 0.78 2.62
F -2.855581 0.102124 5.051628 -0.34 0.28 -1.04
C -3.235541 0.368244 3.749542 0.31 -0.23 0.54
C -2.266793 0.312480 2.778769 -0.20 -0.01 -0.19
C -2.615247 0.474199 1.420348 -0.68 0.20 0.39
C -1.644504 0.320109 0.358602 1.74 0.05 -0.36
O -0.383866 0.159241 0.631286 -2.04 0.33 0.38
C -2.143419 0.356807 -0.978946 -0.64 0.01 0.29
C -3.470808 0.690211 -1.207103 -0.22 0.51 1.23
N -4.344283 1.038680 -0.202795 2.48 -1.38 0.16
C -5.609286 1.569092 -0.525671 -1.56 0.44 -0.65
C -5.773330 2.317323 -1.816232 -0.42 0.53 0.01
C -6.358563 0.953345 -1.675205 -0.12 -0.45 -0.20
C -3.974490 0.768207 1.120495 0.10 0.01 -0.53
C -4.957164 0.774755 2.117944 0.46 0.02 1.12
C -4.607713 0.600572 3.472426 0.38 -0.01 -0.90
N -5.595393 0.652779 4.459063 -0.43 -0.08 -0.14
C -6.868181 -0.024374 4.223002 0.50 -0.05 -0.14
C -8.012018 0.832487 4.728406 0.20 0.07 -0.53
N -7.720507 1.145071 6.149007 -0.47 -0.30 0.95
C -6.403480 1.769656 6.452286 0.54 0.36 -0.37
C -5.325069 0.870261 5.866841 0.15 -0.08 -0.13
C -1.314629 0.089194 -2.203228 0.80 -0.25 -1.78
O -1.864608 0.144043 -3.301769 0.29 -0.05 1.18
O -0.032869 -0.186712 -2.064175 -1.55 0.44 -0.18
H -1.225499 0.113065 3.032267 -0.33 -0.02 0.02
H -3.891802 0.731758 -2.212058 0.63 0.01 0.22
H -6.208113 1.944562 0.305140 0.54 -0.19 -0.29
H -6.491582 3.139336 -1.800025 0.43 -0.14 -0.06
H -4.908513 2.457780 -2.452359 -0.08 0.07 0.05
H -5.864796 0.134185 -2.214973 -0.39 0.31 0.36
H -7.433413 0.886831 -1.573795 0.05 -0.16 -0.15
H -6.003556 0.902194 1.857734 0.37 0.10 0.08
H -6.872050 -1.001547 4.750975 -0.08 0.23 -0.18
H -6.983796 -0.222704 3.154956 -0.13 -0.06 0.32
H -8.092785 1.784337 4.204436 0.07 -0.07 -0.10
H -8.964699 0.303917 4.683083 0.03 0.07 0.07
H -8.460190 1.730455 6.537171 -0.13 -0.19 0.14
H -7.705303 0.247208 6.640920 -0.41 0.07 0.24
H -6.305079 1.864946 7.538556 -0.12 -0.06 -0.21
H -6.411450 2.763445 5.997661 0.12 -0.13 0.02
H -5.331397 -0.097073 6.401692 0.17 0.21 0.07
H -4.352528 1.341900 5.997042 -0.18 -0.10 0.11
```
Forces are in eV/Å.

The expectation value of S² is 6.012. The calculation puts the LUMO energy (alpha / beta) at -5.35 / -5.38 eV. For the total energy, the calculation gives -85970.6112 eV. As for the charge: +2. Its HOMO energy (alpha / beta) is -10.42 / -10.43 eV. Its multiplicity is 5.

Mulliken atomic charge list, values in e, 2 entries:
1 C -0.865
2 C 0.124